Record 1
A molecular structure, C31H23N10O2STi, computed with wB97M-V/def2-TZVPD.

Positions of all 68 atoms, in Å:
Ti 0.25 0.32 0.47
N 1.75 4.54 -0.61
C 1.40 3.34 -0.06
S 1.56 1.95 -1.05
N 0.97 3.41 1.19
N 0.67 2.19 1.70
C 0.60 2.11 2.97
C 0.39 0.80 3.57
C 0.38 0.60 4.95
C 0.22 -0.68 5.43
C 0.06 -1.73 4.54
C 0.07 -1.45 3.18
N 0.25 -0.22 2.71
H 1.84 4.58 -1.61
H 1.47 5.37 -0.12
H 0.75 2.99 3.59
H 0.50 1.45 5.61
H 0.21 -0.87 6.50
H -0.08 -2.75 4.87
H -0.08 -2.23 2.44
C 0.49 2.16 -4.90
C -0.89 2.20 -4.65
C -1.45 1.23 -3.87
C -0.64 0.21 -3.30
N 0.68 0.18 -3.55
C 1.20 1.13 -4.32
N -1.25 -0.77 -2.60
C -0.63 -1.58 -1.76
N 0.37 -1.29 -0.86
C 0.72 -2.46 -0.21
N 1.70 -2.68 0.67
C 2.51 -1.73 1.12
C 3.66 -2.16 1.87
C 4.56 -1.26 2.34
C 4.36 0.12 2.09
C 3.24 0.48 1.41
N 2.30 -0.38 0.95
C -0.13 -3.52 -0.66
C -0.21 -4.88 -0.33
C -1.17 -5.65 -0.95
C -2.05 -5.09 -1.90
C -1.97 -3.75 -2.24
C -1.00 -2.97 -1.61
H 0.98 2.90 -5.52
H -1.50 2.98 -5.09
H -2.52 1.21 -3.65
H 2.28 1.06 -4.49
H 3.77 -3.22 2.01
H 5.43 -1.60 2.90
H 5.06 0.87 2.42
H 3.05 1.52 1.19
H 0.48 -5.30 0.40
H -1.26 -6.70 -0.71
H -2.80 -5.72 -2.36
H -2.63 -3.31 -2.97
O -3.76 -0.74 1.01
C -2.73 -0.17 0.70
O -1.53 -0.52 1.00
C -2.78 1.10 -0.11
C -4.00 1.67 -0.45
C -3.99 2.87 -1.15
C -2.77 3.43 -1.49
C -1.61 2.77 -1.13
N -1.60 1.63 -0.43
H -4.90 1.16 -0.15
H -4.92 3.35 -1.42
H -2.71 4.35 -2.05
H -0.64 3.15 -1.44

Output
- LUMO energy (spin up / spin down): 1.932 / 1.890 eV
- ΔE to the lowest compared entry with this formula, charge and spin: 2.5 kcal per mole
- Multiplicity: 3
- Molecular weight: 647.5 g mol⁻¹
- Max |F|: 0.22 eV/Å
- E: -3141.08106 Eh
- Charge: -1
- <S²>: 2.03

Löwdin atomic charge list, values in e, 6 entries: number 1, Ti, carries 0.9054; number 2, N, carries 0.0643; number 3, C, carries -0.8728; number 4, S, carries 0.7186; number 5, N, carries -0.0058; number 6, N, carries -0.1035



Record 2
A molecular structure, C31H24Br4ClHfN3O10S2Se, computed with wB97M-V/def2-TZVPD.

Positions of all 77 atoms, in Å:
Hf -1.76 2.28 0.23
Br 1.50 6.61 4.68
C 0.18 5.80 3.59
C -1.15 6.17 3.71
Br -1.69 7.48 4.96
C -2.11 5.56 2.89
Br -3.95 5.96 3.01
C -1.75 4.62 1.94
O -2.58 3.97 1.16
C -0.38 4.24 1.82
O -0.13 3.29 0.95
C 0.56 4.83 2.66
Br 2.35 4.24 2.49
O -5.84 0.91 -0.89
Cl -4.54 1.45 -1.09
O -3.92 0.91 -2.26
O -4.53 2.88 -1.08
O -3.69 1.04 0.10
C 2.58 1.56 0.57
C 2.11 0.75 1.74
C 3.02 -0.06 2.47
C 2.57 -0.80 3.52
C 1.21 -0.73 3.90
C 0.69 -1.48 4.98
C -0.64 -1.36 5.28
C -1.47 -0.49 4.55
C -1.01 0.27 3.49
S -2.13 1.38 2.73
C 0.38 0.12 3.14
N 0.85 0.83 2.08
H 3.52 1.19 0.18
H 2.70 2.60 0.87
H 1.83 1.54 -0.22
H 4.06 -0.09 2.16
H 3.25 -1.43 4.09
H 1.35 -2.13 5.54
H -1.06 -1.92 6.10
H -2.52 -0.40 4.82
Se -1.54 3.81 -2.09
C 0.23 3.48 -2.70
C 0.73 2.21 -2.99
C 2.03 2.09 -3.47
N 2.86 3.11 -3.70
C 2.37 4.32 -3.42
C 1.10 4.56 -2.93
H 0.13 1.33 -2.85
H 2.42 1.10 -3.68
H 3.04 5.16 -3.60
H 0.77 5.57 -2.72
C 3.17 -6.27 -3.66
C 1.84 -5.62 -3.38
C 1.69 -4.24 -3.47
C 0.47 -3.63 -3.20
C -0.60 -4.42 -2.84
C -0.48 -5.80 -2.74
C 0.74 -6.39 -3.01
S -2.16 -3.67 -2.51
O -3.21 -4.55 -2.95
O -2.11 -2.33 -3.01
N -2.22 -3.74 -0.86
C -1.23 -3.02 -0.05
C -1.45 -1.53 0.15
C -0.58 -0.63 -0.71
O 0.29 -1.05 -1.44
O -0.79 0.64 -0.50
H 3.88 -5.56 -4.09
H 3.06 -7.11 -4.35
H 3.61 -6.66 -2.74
H 2.54 -3.62 -3.75
H 0.36 -2.56 -3.24
H -1.34 -6.39 -2.46
H 0.85 -7.47 -2.94
H -3.18 -3.57 -0.58
H -0.25 -3.17 -0.51
H -1.22 -3.53 0.91
H -1.20 -1.25 1.18
H -2.49 -1.23 0.03

Output
- LUMO energy: 3.553 eV
- ΔE to the lowest compared entry with this formula, charge and spin: 25.8 kcal per mole
- Multiplicity: 1
- Molecular weight: 1275.2 g mol⁻¹
- Max |F|: 0.68 eV/Å
- E: -16114.58238 Eh
- Charge: -2

Löwdin atomic charge list, values in e, 6 entries: number 1, Hf, carries 1.4328; number 2, Br, carries 0.6564; number 3, C, carries -0.7574; number 4, C, carries -0.7577; number 5, Br, carries 0.6540; number 6, C, carries -0.6412



Record 3
A molecular structure, C31H24BrClN3O7STi at a distorted geometry, computed with wB97M-V/def2-TZVPD.

Positions of all 69 atoms, in Å:
Ti -0.54 -0.35 -0.27
Br 3.64 0.03 5.56
C 2.43 0.22 4.13
C 2.27 1.48 3.53
C 1.35 1.65 2.52
C 0.60 0.57 2.07
O -0.36 0.74 1.15
C 0.82 -0.70 2.61
C 0.15 -1.88 2.11
N -0.49 -1.89 1.00
C -1.27 -3.01 0.51
C -1.20 -4.28 0.95
C -2.06 -5.28 0.43
C -2.98 -4.98 -0.52
C -3.07 -3.65 -1.02
C -3.99 -3.25 -2.01
C -4.03 -1.96 -2.42
C -3.14 -1.04 -1.85
N -2.28 -1.36 -0.93
C -2.22 -2.67 -0.50
C 1.72 -0.85 3.68
H 2.87 2.31 3.87
H 1.21 2.62 2.05
H 0.19 -2.79 2.70
H -0.46 -4.56 1.70
H -1.99 -6.30 0.80
H -3.65 -5.74 -0.91
H -4.66 -4.00 -2.44
H -4.74 -1.63 -3.17
H -3.17 0.01 -2.15
H 1.87 -1.83 4.13
C 5.32 -1.60 1.35
C 4.95 -0.29 0.70
C 5.38 0.93 1.22
C 5.04 2.12 0.60
Cl 5.57 3.63 1.30
C 4.28 2.13 -0.55
C 3.84 0.92 -1.08
C 4.17 -0.27 -0.45
O 3.74 -1.49 -0.88
C 2.81 -1.54 -1.93
C 1.50 -1.00 -1.45
O 0.39 -1.39 -1.93
O 1.48 -0.14 -0.52
H 5.90 -1.43 2.26
H 5.90 -2.23 0.67
H 4.43 -2.17 1.62
H 5.99 0.94 2.11
H 4.03 3.07 -1.04
H 3.23 0.93 -1.98
H 2.67 -2.58 -2.20
H 3.13 -1.00 -2.82
N -0.88 1.41 -1.60
C -2.02 2.33 -1.38
C -2.96 2.10 -0.39
C -4.05 2.94 -0.26
C -4.20 4.03 -1.11
C -3.23 4.28 -2.09
C -2.15 3.42 -2.22
S -5.72 4.97 -1.08
O -5.35 6.27 -1.61
O -6.11 4.97 0.32
O -6.60 4.20 -1.94
H -0.04 1.94 -1.43
H -0.88 1.19 -2.58
H -2.87 1.27 0.28
H -4.80 2.77 0.51
H -3.35 5.14 -2.74
H -1.40 3.60 -2.99

Output
- LUMO energy (spin up / spin down): -2.136 / -2.152 eV
- ΔE to the lowest compared entry with this formula, charge and spin: 29.7 kcal per mole
- Multiplicity: 2
- Molecular weight: 745.8 g mol⁻¹
- Max |F|: 2.74 eV/Å
- E: -6168.67333 Eh
- Charge: 0
- <S²>: 0.76

Löwdin atomic charge list, values in e, 6 entries: number 1, Ti, carries 1.0657; number 2, Br, carries 0.7584; number 3, C, carries -0.6898; number 4, C, carries -0.0829; number 5, C, carries 0.0287; number 6, C, carries -0.2884



What did the third record say?
A molecular structure, C31H24BrClN3O7STi at a distorted geometry, computed with wB97M-V/def2-TZVPD.

Positions of all 69 atoms, in Å:
Ti -0.54 -0.35 -0.27
Br 3.64 0.03 5.56
C 2.43 0.22 4.13
C 2.27 1.48 3.53
C 1.35 1.65 2.52
C 0.60 0.57 2.07
O -0.36 0.74 1.15
C 0.82 -0.70 2.61
C 0.15 -1.88 2.11
N -0.49 -1.89 1.00
C -1.27 -3.01 0.51
C -1.20 -4.28 0.95
C -2.06 -5.28 0.43
C -2.98 -4.98 -0.52
C -3.07 -3.65 -1.02
C -3.99 -3.25 -2.01
C -4.03 -1.96 -2.42
C -3.14 -1.04 -1.85
N -2.28 -1.36 -0.93
C -2.22 -2.67 -0.50
C 1.72 -0.85 3.68
H 2.87 2.31 3.87
H 1.21 2.62 2.05
H 0.19 -2.79 2.70
H -0.46 -4.56 1.70
H -1.99 -6.30 0.80
H -3.65 -5.74 -0.91
H -4.66 -4.00 -2.44
H -4.74 -1.63 -3.17
H -3.17 0.01 -2.15
H 1.87 -1.83 4.13
C 5.32 -1.60 1.35
C 4.95 -0.29 0.70
C 5.38 0.93 1.22
C 5.04 2.12 0.60
Cl 5.57 3.63 1.30
C 4.28 2.13 -0.55
C 3.84 0.92 -1.08
C 4.17 -0.27 -0.45
O 3.74 -1.49 -0.88
C 2.81 -1.54 -1.93
C 1.50 -1.00 -1.45
O 0.39 -1.39 -1.93
O 1.48 -0.14 -0.52
H 5.90 -1.43 2.26
H 5.90 -2.23 0.67
H 4.43 -2.17 1.62
H 5.99 0.94 2.11
H 4.03 3.07 -1.04
H 3.23 0.93 -1.98
H 2.67 -2.58 -2.20
H 3.13 -1.00 -2.82
N -0.88 1.41 -1.60
C -2.02 2.33 -1.38
C -2.96 2.10 -0.39
C -4.05 2.94 -0.26
C -4.20 4.03 -1.11
C -3.23 4.28 -2.09
C -2.15 3.42 -2.22
S -5.72 4.97 -1.08
O -5.35 6.27 -1.61
O -6.11 4.97 0.32
O -6.60 4.20 -1.94
H -0.04 1.94 -1.43
H -0.88 1.19 -2.58
H -2.87 1.27 0.28
H -4.80 2.77 0.51
H -3.35 5.14 -2.74
H -1.40 3.60 -2.99

Output
- LUMO energy (spin up / spin down): -2.136 / -2.152 eV
- ΔE to the lowest compared entry with this formula, charge and spin: 29.7 kcal per mole
- Multiplicity: 2
- Molecular weight: 745.8 g mol⁻¹
- Max |F|: 2.74 eV/Å
- E: -6168.67333 Eh
- Charge: 0
- <S²>: 0.76

Löwdin atomic charge list, values in e, 6 entries: number 1, Ti, carries 1.0657; number 2, Br, carries 0.7584; number 3, C, carries -0.6898; number 4, C, carries -0.0829; number 5, C, carries 0.0287; number 6, C, carries -0.2884



- Which value of max |F| does entry 3 give?
  2.74 eV/Å